{
  "formula": "C39H40F6FeOP2",
  "method": "ωB97M-V with the def2-TZVPD basis set",
  "homo_lumo_gap_ev": [7.1, 5.7],
  "max_force_ha_per_bohr": 0.043,
  "spin_multiplicity": 5,
  "e_above_lowest_kcal_mol": 0.0,
  "s_squared": 6.0128,
  "symbols": ["Fe", "C", "C", "C", "C", "C", "C", "C", "C", "C", "H", "H", "H", "H", "H", "H", "H", "H", "H", "H", "H", "H", "H", "H", "H", "P", "P", "C", "C", "C", "C", "C", "C", "C", "C", "C", "C", "C", "C", "C", "C", "C", "C", "C", "C", "C", "C", "C", "C", "C", "C", "C", "C", "H", "H", "H", "H", "H", "H", "H", "H", "H", "H", "H", "H", "H", "H", "H", "H", "H", "H", "H", "H", "H", "H", "C", "C", "O", "C", "F", "F", "F", "C", "F", "F", "F", "H", "H", "H"],
  "xyz": [[0.57269, -2.36900, 2.82992], [3.33889, 1.49466, 4.43082], [2.48579, 1.85968, 3.48799], [2.75531, 2.22926, 2.06550], [3.01111, 1.03399, 1.09155], [3.92123, -0.06579, 1.55320], [4.94957, 0.00994, 2.38808], [5.52787, 1.22324, 3.02657], [4.85436, 1.55164, 4.38649], [-0.46008, -3.69124, 1.62268], [2.92237, 1.32305, 5.42909], [1.42397, 1.86270, 3.77392], [3.60438, 2.90794, 1.98614], [1.85459, 2.75050, 1.70236], [2.03786, 0.59450, 0.85608], [3.40107, 1.39588, 0.12841], [3.67045, -1.07712, 1.20427], [5.46859, -0.91500, 2.63737], [5.47173, 2.08577, 2.36676], [6.58918, 1.00758, 3.24054], [5.24929, 0.85501, 5.13752], [5.14375, 2.55536, 4.72368], [-0.75236, -4.51283, 2.31735], [0.15062, -4.10616, 0.81991], [-1.37160, -3.24264, 1.19238], [-3.17680, 1.14142, -1.74702], [-1.72289, -0.45241, -3.44169], [-2.10753, 2.11101, -2.83815], [-1.48536, 1.32227, -3.77315], [-4.79691, 2.01823, -1.93779], [-4.93937, 3.31840, -2.44383], [-6.21228, 3.89470, -2.57195], [-7.35187, 3.16998, -2.21360], [-7.21150, 1.89136, -1.65942], [-5.94524, 1.31459, -1.52027], [-2.58756, 1.67292, -0.10919], [-1.43810, 1.01488, 0.36300], [-0.85093, 1.44677, 1.54591], [-1.48117, 2.44021, 2.31787], [-2.61265, 3.09738, 1.83724], [-3.17460, 2.72216, 0.61459], [-2.40183, -0.92068, -5.11679], [-3.67629, -0.41321, -5.45704], [-4.21058, -0.64034, -6.72556], [-3.50704, -1.39023, -7.67414], [-2.24078, -1.88487, -7.33853], [-1.69414, -1.65406, -6.07308], [-0.02169, -1.08538, -3.54311], [0.15111, -2.46146, -3.27822], [1.41944, -3.02404, -3.38523], [2.51725, -2.22290, -3.72794], [2.34296, -0.85255, -3.96656], [1.07684, -0.27773, -3.84997], [-1.95307, 3.17616, -2.68307], [-0.94566, 1.65203, -4.66322], [-4.06478, 3.88608, -2.75516], [-6.30960, 4.90791, -2.96212], [-8.34768, 3.59961, -2.35947], [-8.09261, 1.33414, -1.34142], [-5.83200, 0.31358, -1.10345], [-1.01243, 0.15929, -0.17244], [0.07673, 0.97667, 1.86152], [-1.06496, 2.70225, 3.28972], [-3.06932, 3.90881, 2.40877], [-4.06268, 3.21482, 0.23536], [-4.23538, 0.17594, -4.72836], [-5.18216, -0.21378, -6.98378], [-3.92677, -1.55698, -8.66786], [-1.66677, -2.43620, -8.08062], [-0.69657, -2.03781, -5.84036], [-0.70929, -3.07647, -3.00609], [1.55141, -4.09355, -3.21418], [3.50710, -2.66667, -3.81572], [3.19196, -0.23663, -4.25111], [0.94817, 0.79225, -4.01454], [2.86272, -1.48406, 6.26157], [2.85273, -2.34276, 4.98781], [2.25174, -1.91415, 3.85694], [4.41449, -2.67713, 4.86379], [4.86947, -3.39008, 5.95140], [4.75143, -3.33958, 3.74811], [5.14972, -1.51114, 4.86085], [2.11376, -3.69035, 5.38522], [2.47676, -4.17422, 6.60714], [0.75124, -3.47796, 5.45018], [2.30788, -4.67200, 4.46843], [3.31795, -0.51519, 6.04398], [3.45568, -1.97244, 7.04414], [1.83968, -1.37773, 6.63311]],
  "forces_ev_per_angstrom": [[1.61, -0.35, 0.62], [0.52, 0.72, 0.54], [-0.78, -0.42, 0.07], [0.11, -0.13, -0.71], [-0.14, 0.14, 0.08], [-0.09, -0.54, 0.32], [0.24, -0.50, -0.42], [0.10, 0.22, 0.72], [-0.15, -0.31, 0.00], [-0.25, 0.43, 0.83], [0.09, -0.03, -0.37], [0.35, -0.06, -0.10], [-0.13, 0.16, 0.09], [0.46, 0.04, -0.07], [0.01, -0.10, -0.06], [-0.22, 0.22, 0.17], [0.04, 0.43, 0.02], [-0.21, 0.13, -0.19], [0.11, 0.02, -0.05], [-0.32, 0.34, -0.19], [-0.12, 0.17, -0.12], [0.11, -0.09, -0.07], [0.09, 0.43, -0.52], [0.04, 0.06, 0.06], [0.30, -0.26, 0.13], [-1.60, 0.53, 0.87], [0.27, -1.28, -1.40], [1.19, -1.21, -1.05], [-1.13, 0.90, 1.25], [-0.03, 0.28, 0.34], [-0.55, -0.13, 0.02], [0.13, -0.29, -0.04], [0.21, -0.08, 0.15], [0.20, 0.02, -0.06], [0.07, 0.53, -0.31], [-0.10, 0.41, -0.02], [-0.19, 0.39, 0.20], [-0.58, 0.03, 0.22], [0.44, -0.09, -0.28], [-0.15, -0.12, 0.02], [0.74, -0.49, 0.28], [-0.09, 0.33, -0.17], [0.44, -0.29, -0.11], [-0.02, -0.04, 0.01], [0.35, 0.14, 0.37], [-0.32, 0.09, -0.03], [-0.06, -0.03, -0.10], [0.17, -0.15, -0.13], [0.33, 0.55, -0.20], [0.11, 0.12, -0.04], [-0.27, 0.24, -0.09], [-0.05, -0.41, 0.23], [0.20, -0.46, -0.07], [-0.10, 0.02, -0.47], [0.08, 0.24, 0.42], [-0.19, -0.09, 0.09], [0.02, -0.26, 0.04], [0.39, -0.14, 0.12], [0.19, 0.14, -0.11], [-0.07, 0.19, -0.11], [-0.12, 0.42, -0.03], [-0.14, 0.10, 0.24], [-0.03, 0.08, -0.25], [0.16, -0.31, -0.07], [0.11, 0.01, 0.01], [0.09, -0.10, -0.17], [0.25, -0.17, 0.11], [0.14, 0.03, 0.31], [-0.09, 0.05, 0.16], [-0.35, 0.14, -0.10], [0.20, 0.18, -0.09], [0.02, 0.30, 0.00], [-0.20, 0.09, 0.01], [-0.08, -0.10, 0.11], [0.08, -0.33, -0.01], [-0.54, 0.45, 0.01], [0.38, -1.84, 1.14], [-0.94, 0.32, -0.76], [0.32, 0.33, -0.16], [-0.38, 0.49, -1.28], [-0.19, 0.13, 0.52], [-0.67, -1.10, 0.09], [0.47, -0.29, 0.56], [-0.51, 0.18, -1.07], [0.88, -0.06, -0.25], [-0.22, 0.59, 0.61], [-0.32, -0.23, 0.07], [-0.23, 0.12, -0.27], [0.12, 0.25, -0.06]]
}